[1]
{
  "formula": "C16H44ClN4O9V",
  "method": "ωB97M-V/def2-TZVPD",
  "species": ["O", "V", "Cl", "O", "O", "O", "O", "C", "C", "C", "O", "C", "N", "H", "H", "H", "H", "H", "H", "H", "H", "H", "H", "H", "C", "C", "C", "O", "C", "N", "H", "H", "H", "H", "H", "H", "H", "H", "H", "H", "H", "C", "C", "C", "O", "C", "N", "H", "H", "H", "H", "H", "H", "H", "H", "H", "H", "H", "C", "C", "C", "O", "C", "N", "H", "H", "H", "H", "H", "H", "H", "H", "H", "H", "H"],
  "xyz": [[-1.23301, 1.59617, 0.12753], [-0.38575, 0.18490, 0.32227], [-0.19141, 3.84488, 3.17663], [0.83078, 4.34354, 4.10661], [-0.97704, 2.93475, 3.88690], [-0.95219, 4.93491, 2.54197], [0.44290, 3.12473, 2.07777], [1.94554, 0.18720, 4.24099], [1.60583, -0.04624, 2.74855], [2.15373, -1.48121, 2.29555], [1.91436, -1.55992, 0.81045], [2.65734, -2.59396, 0.06844], [0.16009, 0.03485, 2.74978], [1.61113, 1.20244, 4.45443], [2.99202, -0.01938, 4.46529], [1.40379, -0.56602, 4.81308], [2.00440, 0.88692, 2.35050], [1.67317, -2.34009, 2.76404], [3.21162, -1.65298, 2.49417], [1.88909, -2.70296, -0.69706], [2.74833, -3.56438, 0.55640], [3.52703, -2.16427, -0.42866], [0.01015, 0.59365, 3.57765], [-0.34671, -0.67076, 3.26492], [-0.61009, 0.26833, -4.10189], [-1.22941, 0.54317, -2.73022], [-2.69967, 0.13298, -2.67991], [-3.31397, 0.20894, -1.39272], [-4.25274, 1.22116, -1.29021], [-0.39537, -0.28473, -1.89596], [-1.31337, 0.79470, -4.74720], [-0.48771, -0.73813, -4.50208], [0.39223, 0.68886, -4.18324], [-1.10712, 1.59976, -2.49199], [-2.61702, -0.88809, -3.05231], [-3.29650, 0.62875, -3.44549], [-3.76493, 2.19494, -1.33369], [-4.81078, 1.24663, -0.35424], [-4.93266, 1.14234, -2.13850], [0.51761, -0.22637, -2.32394], [-0.56177, -1.25966, -2.10071], [2.82383, 3.21178, -1.20331], [2.22976, 1.80237, -1.49245], [3.00344, 0.91233, -2.52809], [2.32586, -0.36580, -2.72812], [3.12273, -1.28660, -3.36184], [1.67621, 1.07374, -0.33439], [3.77522, 3.18019, -0.67231], [2.28526, 3.84805, -0.50102], [2.89223, 3.70069, -2.17511], [1.34667, 1.98838, -2.10373], [4.04443, 0.75502, -2.24579], [2.92429, 1.51606, -3.43216], [4.08598, -1.38603, -2.86148], [3.28474, -0.99387, -4.39922], [2.51653, -2.18381, -3.23679], [2.19518, 1.57476, 0.37254], [2.06837, 0.15583, -0.48855], [-2.50277, -3.82202, 0.61967], [-2.11713, -2.29171, 0.55565], [-2.64177, -1.48032, 1.70923], [-2.39188, -0.18755, 1.61717], [-3.19772, 0.76202, 2.33335], [-0.64035, -2.07556, 0.51643], [-2.38287, -4.36996, 1.55428], [-1.88239, -4.38101, -0.08086], [-3.47422, -3.80303, 0.12568], [-2.47583, -2.00556, -0.43306], [-2.58302, -1.86904, 2.72586], [-3.70023, -1.62069, 1.49002], [-2.79273, 1.77395, 2.34218], [-3.29786, 0.44041, 3.37000], [-4.16821, 0.87785, 1.85083], [-0.31872, -2.68189, -0.22452], [-0.24530, -2.54905, 1.31633]],
  "lowdin_spin": [-0.39, 1.38, 0.00, 0.00, 0.00, 0.00, 0.00, 0.00, 0.00, 0.00, 0.00, 0.00, -0.01, 0.00, 0.00, 0.00, 0.00, 0.00, 0.00, 0.00, 0.00, 0.00, 0.00, 0.00, 0.00, 0.00, 0.00, 0.00, 0.00, -0.01, 0.00, 0.00, 0.00, 0.00, 0.00, 0.00, 0.00, 0.00, 0.00, 0.00, 0.00, 0.00, 0.00, 0.00, 0.00, 0.00, 0.00, 0.00, 0.00, 0.00, 0.00, 0.00, 0.00, 0.00, 0.00, 0.00, 0.00, 0.00, 0.00, 0.00, 0.00, 0.01, 0.00, 0.00, 0.00, 0.00, 0.00, 0.00, 0.00, 0.00, 0.00, 0.00, 0.00, 0.00, 0.00],
  "total_charge": 1,
  "s2": 0.854,
  "multiplicity": 2,
  "homo_ev": [-10.65, -10.66]
}

---

[2]
{
  "formula": "C16H44ClN4O9V",
  "method": "ωB97M-V/def2-TZVPD",
  "species": ["O", "V", "Cl", "O", "O", "O", "O", "C", "C", "C", "O", "C", "N", "H", "H", "H", "H", "H", "H", "H", "H", "H", "H", "H", "C", "C", "C", "O", "C", "N", "H", "H", "H", "H", "H", "H", "H", "H", "H", "H", "H", "C", "C", "C", "O", "C", "N", "H", "H", "H", "H", "H", "H", "H", "H", "H", "H", "H", "C", "C", "C", "O", "C", "N", "H", "H", "H", "H", "H", "H", "H", "H", "H", "H", "H"],
  "xyz": [[-1.42976, -0.10914, 0.83261], [-0.04807, 0.02270, 0.13089], [-2.13183, 2.82686, 3.66982], [-0.72925, 3.08782, 3.38966], [-2.84594, 4.02931, 3.60078], [-2.56083, 1.90109, 2.66940], [-2.34433, 2.26092, 5.00726], [4.31777, -0.21616, -0.36978], [2.91061, -0.52812, 0.13246], [2.70695, -0.32761, 1.60170], [1.29330, -0.12794, 1.93827], [1.09476, -0.08444, 3.34693], [2.03879, 0.30351, -0.68404], [4.43278, 0.80286, -0.73923], [4.67016, -0.87036, -1.16724], [5.09713, -0.40867, 0.36753], [2.71376, -1.59463, 0.02335], [3.35645, 0.33049, 2.17890], [2.95429, -1.31109, 2.00133], [0.03584, 0.11185, 3.51502], [1.67100, 0.69386, 3.84720], [1.24775, -0.97070, 3.96274], [2.30687, -0.05991, -1.58746], [2.44220, 1.21670, -0.83711], [1.51523, -4.06310, -0.14417], [0.13680, -3.54017, 0.30950], [0.01665, -3.65496, 1.83339], [-1.03347, -2.73501, 2.19947], [-1.29009, -2.91089, 3.67093], [-0.10501, -2.22331, -0.25400], [1.69761, -5.10282, 0.12751], [2.26531, -3.43296, 0.33374], [1.81054, -3.96581, -1.18889], [-0.64461, -4.23966, 0.01253], [0.92170, -3.39747, 2.38357], [-0.23756, -4.69564, 2.03449], [-1.90537, -3.80860, 3.73130], [-1.92001, -2.13665, 4.10894], [-0.45976, -3.02291, 4.36813], [-1.03259, -2.20772, -0.65330], [0.49796, -2.43449, -1.03626], [-1.19137, 4.45810, 0.29415], [-0.62167, 3.20736, -0.42532], [0.19067, 3.57714, -1.71689], [0.92501, 2.48937, -2.29937], [1.97897, 2.84483, -3.20979], [0.11682, 2.28926, 0.51751], [-1.96353, 4.24489, 1.03335], [-1.66943, 5.15434, -0.39491], [-0.52193, 5.13066, 0.83046], [-1.52807, 2.67086, -0.70587], [0.89962, 4.30691, -1.32579], [-0.47715, 4.01134, -2.46092], [2.28104, 1.99371, -3.82008], [2.92507, 3.08290, -2.72365], [1.70970, 3.63403, -3.91175], [-0.19906, 2.65627, 1.40386], [1.03694, 2.66683, 0.69335], [-1.90215, 0.91938, -3.84284], [-1.95843, 0.34214, -2.38500], [-2.64358, -1.00947, -2.32300], [-2.75826, -1.48983, -1.01916], [-3.26598, -2.78910, -0.87869], [-0.57064, 0.20074, -2.07257], [-1.46094, 1.91527, -3.88316], [-2.73481, 0.86421, -4.54406], [-1.27162, 0.24304, -4.41998], [-2.46799, 1.03932, -1.71989], [-2.18963, -1.71626, -3.01759], [-3.65228, -0.94003, -2.73021], [-4.17468, -3.14182, -1.36652], [-3.30422, -2.95456, 0.19800], [-2.64321, -3.57533, -1.30542], [-0.05234, 0.90246, -2.58153], [-0.27461, -0.63599, -2.55461]],
  "lowdin_spin": [-0.20, 1.18, -0.07, 0.00, 0.30, 0.23, 0.54, 0.00, 0.00, 0.00, 0.01, 0.00, 0.00, 0.00, 0.00, 0.00, 0.00, 0.00, 0.00, 0.00, 0.00, 0.00, 0.00, 0.00, 0.00, 0.00, 0.00, 0.00, 0.00, 0.00, 0.00, 0.00, 0.00, 0.00, 0.00, 0.00, 0.00, 0.00, 0.00, 0.00, 0.00, 0.00, 0.00, 0.00, 0.00, 0.00, 0.00, 0.00, 0.00, 0.00, 0.00, 0.00, 0.00, 0.00, 0.00, 0.00, 0.00, 0.00, 0.00, 0.00, 0.00, 0.00, 0.00, 0.00, 0.00, 0.00, 0.00, 0.00, 0.00, 0.00, 0.00, 0.00, 0.00, 0.00, 0.00],
  "total_charge": 2,
  "s2": 2.041,
  "multiplicity": 3,
  "homo_ev": [-15.07, -15.07]
}

---

[3]
{
  "formula": "C16H45GaO13P3",
  "method": "ωB97M-V/def2-TZVPD",
  "species": ["C", "O", "C", "C", "C", "C", "C", "C", "Ga", "H", "H", "H", "H", "H", "H", "H", "H", "H", "H", "H", "H", "H", "H", "H", "H", "H", "H", "C", "O", "P", "O", "O", "C", "O", "C", "H", "H", "H", "H", "H", "H", "H", "H", "H", "C", "O", "P", "O", "O", "C", "O", "C", "H", "H", "H", "H", "H", "H", "H", "H", "H", "C", "O", "P", "O", "O", "C", "O", "C", "H", "H", "H", "H", "H", "H", "H", "H", "H"],
  "xyz": [[6.13419, 7.11429, -0.39409], [5.26586, 6.76599, -1.44372], [4.93603, 5.37807, -1.39083], [3.79116, 5.09405, -2.34824], [3.86918, 3.74912, -3.07663], [3.40595, 2.52232, -2.27480], [4.27748, 2.17605, -1.04979], [3.63584, 2.32009, 0.35563], [2.26085, 3.78324, 0.79330], [5.57441, 7.24911, 0.53996], [6.88078, 6.33159, -0.20555], [6.64393, 8.04361, -0.65110], [5.82798, 4.80047, -1.67907], [4.68979, 5.09765, -0.36116], [3.87908, 5.87828, -3.11155], [2.82341, 5.24471, -1.86956], [4.90017, 3.56225, -3.40032], [3.23840, 3.83062, -3.96779], [2.34590, 2.58353, -2.02465], [3.49436, 1.68451, -2.98060], [4.55689, 1.11917, -1.15949], [5.22151, 2.72470, -1.12074], [4.46984, 2.51935, 1.04183], [3.22558, 1.34902, 0.64597], [1.27342, 4.14324, -0.44798], [1.29048, 3.15884, 1.94084], [2.95179, 5.13331, 1.35467], [1.35018, -4.55175, -2.49047], [2.32594, -3.58544, -2.07022], [1.91433, -2.04448, -2.09748], [1.28823, -1.68131, -3.37375], [3.35629, -1.42409, -1.85924], [4.45506, -1.78655, -2.68178], [1.27664, -1.33836, -0.84396], [-0.02574, -1.73999, -0.39415], [1.71709, -5.52862, -2.18511], [0.37953, -4.37335, -2.02808], [1.24707, -4.51891, -3.57373], [4.15966, -1.85128, -3.73076], [4.87883, -2.73611, -2.35201], [5.20283, -1.00425, -2.57065], [-0.05185, -2.81059, -0.17569], [-0.76907, -1.50111, -1.15594], [-0.25968, -1.18714, 0.51091], [-5.28869, 3.48092, 0.53213], [-4.12997, 2.67204, 0.28157], [-3.70677, 1.58369, 1.37000], [-3.74785, 2.22570, 2.69488], [-2.29656, 1.22230, 0.76706], [-1.34435, 2.23053, 0.36422], [-4.14201, 0.05106, 1.53803], [-5.52465, -0.22598, 1.80631], [-5.53822, 3.97457, -0.40389], [-6.13789, 2.88224, 0.86024], [-5.05264, 4.22455, 1.29061], [-1.30095, 3.05161, 1.07548], [-1.60256, 2.59736, -0.62751], [-0.36503, 1.76570, 0.31204], [-6.17198, 0.18077, 1.02716], [-5.80660, 0.18793, 2.77519], [-5.64246, -1.30663, 1.82714], [-3.14000, -6.34287, 4.18491], [-3.98671, -6.74652, 3.08963], [-4.91407, -5.64894, 2.41426], [-5.66098, -4.87329, 3.41018], [-5.81467, -6.62602, 1.53370], [-6.47479, -7.72781, 2.14319], [-4.41686, -4.79411, 1.18669], [-3.30228, -3.90208, 1.39084], [-2.42980, -7.14845, 4.34880], [-2.59752, -5.42639, 3.95740], [-3.74605, -6.19641, 5.07652], [-6.89938, -7.44957, 3.10926], [-5.78486, -8.56313, 2.26519], [-7.27853, -8.02778, 1.47461], [-2.42788, -4.44990, 1.74562], [-3.56530, -3.12057, 2.10374], [-3.07070, -3.44833, 0.43234]],
  "mulliken_charge": [-0.75, -0.42, -0.21, -0.46, -1.05, -0.15, -0.21, -1.28, 0.74, 0.28, 0.31, 0.28, 0.27, 0.06, 0.34, 0.15, 0.32, 0.42, 0.36, 0.04, 0.03, 0.35, 0.35, 0.54, -0.32, -0.44, -0.41, -0.66, -0.29, 0.94, -0.69, -0.17, -0.78, -0.18, -0.95, 0.24, 0.28, 0.26, 0.37, 0.27, 0.25, 0.36, 0.39, 0.37, -0.67, -0.25, 0.72, -0.68, -0.22, -0.61, -0.13, -0.69, 0.24, 0.29, 0.29, 0.35, 0.32, 0.15, 0.31, 0.35, 0.17, -0.62, -0.26, 1.04, -0.65, -0.37, -0.67, -0.27, -0.80, 0.24, 0.30, 0.26, 0.33, 0.26, 0.24, 0.29, 0.39, 0.26],
  "total_charge": -1,
  "multiplicity": 1,
  "homo_ev": -4.61
}

---

| no. | molecular weight (g/mol) |
| --- | --- |
| 1 | 522.9 |
| 2 | 522.9 |
| 3 | 608.2 |